(1)
The following is a quantum chemistry calculation of a cluster of 2 separate species, C2H8N4O in total in a non-equilibrium geometry, from OMol25.

Computed properties:
ΔE to the lowest compared entry with this formula, charge and spin = 186.7 kJ/mol
LUMO = -8.774 eV
net charge = +2
E_HOMO = -20.3 eV
total energy = -10190.8570 eV
HOMO-LUMO gap = 11.51 eV

Each line ends with the Löwdin charge.
Cartesian coordinates (Å):
C (1.42, 1.02, -0.77)  -0.319
C (1.05, 0.09, 0.33)  -0.025
N (2.55, 0.95, -1.30)  0.284
N (0.89, -0.67, 1.18)  0.234
N (0.33, 1.74, -1.09)  0.250
N (-1.07, -2.16, 1.08)  0.171
O (-1.72, -0.76, 1.25)  -0.005
H (3.37, 0.58, -0.79)  0.197
H (2.87, 1.55, -2.07)  0.187
H (-0.39, -2.37, 0.40)  0.118
H (-1.95, -2.78, 0.79)  0.262
H (-0.57, 1.70, -0.56)  0.180
H (0.47, 2.58, -1.61)  0.147
H (-0.43, -2.33, 1.85)  0.152
H (-2.30, -0.79, 2.07)  0.167



(2)
The following is a quantum chemistry calculation of a cluster of 2 separate species, C3H9NS in total in a non-equilibrium geometry, from OMol25.

Computed properties:
ΔE to the lowest compared entry with this formula, charge and spin = 138.9 kJ/mol
SMILES string = C=N.CSC
LUMO = 0.759 eV
E_HOMO = -8.5 eV
total energy = -15580.8907 eV
HOMO-LUMO gap = 9.30 eV

Each line ends with the Löwdin charge.
Cartesian coordinates (Å):
C (1.56, 3.69, -0.44)  -0.144
N (2.68, 3.58, -1.03)  0.008
H (1.20, 4.37, 0.33)  0.055
H (0.79, 2.99, -0.81)  0.056
H (2.59, 2.86, -1.73)  0.025
C (-2.27, -2.40, 0.26)  -0.447
S (-1.01, -1.58, -0.72)  0.716
C (0.32, -1.46, 0.49)  -0.449
H (-2.24, -2.10, 1.30)  0.034
H (-3.24, -2.29, -0.22)  0.028
H (-2.10, -3.47, 0.27)  0.025
H (0.58, -2.39, 1.02)  0.040
H (-0.01, -0.81, 1.31)  0.031
H (1.14, -0.98, -0.03)  0.021



(3)
The following is a quantum chemistry calculation of a structure of composition C3H4BeFO3 in a non-equilibrium geometry, from OMol25.

Computed properties:
ΔE to the lowest compared entry with this formula, charge and spin = 70.9 kJ/mol
⟨S²⟩ = 0.75
multiplicity = 2
LUMO (spin up / spin down) = -1.383 / -2.279 eV
E_HOMO (spin up / spin down) = -8.8 / -8.8 eV
total energy = -12433.2947 eV
HOMO-LUMO gap (spin up / spin down) = 7.45 / 6.56 eV

Each line ends with the Löwdin spin population.
Cartesian coordinates (Å):
C (1.20, 0.90, -0.14)  0.142
C (0.15, 0.80, -1.02)  0.042
H (1.02, 1.51, 0.75)  0.006
H (1.92, 0.08, -0.08)  0.004
F (0.25, -0.05, -2.06)  0.007
H (-0.61, 1.57, -1.18)  0.002
Be (2.22, 2.14, -1.05)  0.773
O (-1.24, -1.16, 1.92)  0.000
C (-1.28, -1.25, 0.55)  0.002
O (-1.11, -2.36, 0.03)  0.003
O (-1.42, -0.13, -0.01)  0.018
H (-1.11, -2.05, 2.27)  0.000